# 1
Computed, not measured: a single C4H5NO molecule in a non-equilibrium geometry, with ωB97M-V with the def2-TZVPD basis set.

Atoms and positions in Å:
H  -0.7008  1.0999  0.1476
O  0.3786  0.5615  -1.8700
H  -1.6234  0.0676  1.2497
H  0.2009  -1.4426  -2.1643
C  1.3084  0.9500  1.3717
H  -0.5927  -1.8166  -0.0624
C  0.5054  0.0652  1.5995
C  0.0385  -0.5537  -1.5294
C  -0.7088  0.1373  0.6716
H  1.8088  1.7859  0.9505
N  -0.6148  -0.8545  -0.3645

Atoms 1-6, force components in eV/Å:
H -0.21 -0.32 0.25
O -0.15 -0.38 0.19
H -0.21 -0.30 -0.13
H 0.01 0.08 0.08
C 0.31 -0.16 0.30
H -0.07 -0.03 -0.19

Results
* net charge: 0
* HOMO: -10.0 eV
* structure (SMILES): C#CCNC=O
* Kohn-Sham gap: 10.26 eV

# 2
Computed, not measured: 9 unconnected molecules or ions with the total composition H18O9 in a non-equilibrium geometry, with ωB97M-V with the def2-TZVPD basis set.

Atoms and positions in Å:
O  0.4751  0.0024  -1.8904
H  -1.6517  -1.0545  0.0166
H  -2.6013  -0.1914  -2.5060
O  -0.3660  1.5063  0.7192
H  1.4873  -0.9921  1.9581
H  -1.2781  -0.1357  -1.7527
H  -0.5659  1.6638  1.6341
H  0.8701  -3.3155  -1.2351
O  1.2304  -2.3619  -1.1181
H  0.6625  -0.9022  -1.7511
H  2.6872  1.7986  0.5339
H  -0.6951  -0.3049  1.8615
H  -1.4690  3.4302  -1.7371
O  -2.2325  0.0889  -1.7282
O  -0.1814  0.0658  2.6632
H  -0.4577  -1.9707  0.0754
O  -1.1158  -1.5499  0.6558
H  -2.3446  2.0720  -1.4745
H  -0.3474  -0.6820  3.2564
O  -2.0647  2.9266  -1.1322
H  -1.0708  1.8361  0.1716
H  2.7205  -0.7043  1.1239
H  1.6613  -2.1817  -0.2681
H  0.4998  0.5116  -1.0231
O  2.2359  -1.4652  1.4831
H  1.5103  1.0060  0.9219
O  2.4016  0.9036  0.5419

Atoms 1-6, force components in eV/Å:
O -1.21 3.38 0.64
H -0.26 -0.01 0.18
H -1.40 -1.17 -3.02
O 0.89 -0.23 -0.76
H 1.05 -0.85 -0.65
H 0.26 0.43 -0.57

Results
* net charge: 0
* HOMO: -11.2 eV
* structure (SMILES): O.O.O.O.O.O.O.O.O
* Kohn-Sham gap: 11.53 eV

# 3
Computed, not measured: a molecular structure, CHClFNO2 in a non-equilibrium geometry, with ωB97M-V with the def2-TZVPD basis set.

Atoms and positions in Å:
F  0.1971  -0.4859  -1.7165
O  2.5825  0.0810  -0.9386
N  1.9631  -0.1922  0.0276
Cl  -0.2060  -2.2177  0.1904
H  -0.2784  0.1380  0.2056
O  2.2087  -0.2659  1.1796
C  0.1688  -0.6177  -0.3352

Atoms 1-6, force components in eV/Å:
F -0.69 -0.12 2.35
O 0.98 0.36 -0.23
N -4.31 -1.44 -1.09
Cl 0.17 0.55 -0.17
H -1.36 1.56 0.69
O 1.04 0.22 1.17

Results
* net charge: 0
* HOMO: -10.4 eV
* Kohn-Sham gap: 10.87 eV

# 4
Computed, not measured: a molecular structure, C16H16CoN4O3S in a non-equilibrium geometry, with ωB97M-V with the def2-TZVPD basis set.

Atoms and positions in Å:
C  -3.0467  -2.6988  -4.0408
H  -1.4568  -4.1276  -3.9836
C  2.6601  -0.6461  -1.2843
H  4.5467  -1.4649  -1.0160
C  -1.8558  -3.2219  -3.5545
H  0.7819  -3.6439  -2.6111
H  -4.3658  -1.0035  -3.9931
H  -3.6282  -3.2534  -4.7488
H  2.4403  0.2966  2.1141
C  0.2438  -2.8073  -2.1629
H  -3.4587  1.6448  2.0789
Co  -0.2227  -0.3763  -1.0472
C  -0.8298  2.2563  2.7762
H  4.5051  2.2477  4.4097
N  2.1445  -1.9163  -1.3417
H  3.9147  0.6195  3.9360
C  -0.7719  1.3344  1.6805
H  -1.7390  2.8199  2.9426
N  -1.5282  -1.2584  -2.3149
C  -1.1338  -2.4478  -2.6684
C  -2.6433  -0.7283  -2.7797
O  0.5021  -0.4110  0.7203
C  1.5400  0.8431  2.3508
C  3.7979  1.6943  3.7943
C  -1.8101  1.2042  0.7345
H  -2.9191  0.2447  -2.3736
N  0.8661  -1.8863  -1.6232
C  -3.2408  1.5468  1.0179
C  -3.4443  -1.4414  -3.6519
N  4.0001  -0.6186  -0.9694
H  -3.8615  0.7773  0.5547
H  4.0035  1.8769  2.7385
S  1.8469  0.7803  -1.6215
O  2.4889  2.1523  4.1344
O  -1.6139  0.8072  -0.4187
C  0.2457  2.4921  3.5793
H  0.2163  3.2231  4.3711
H  4.4859  0.2449  -1.1090
C  0.4112  0.5636  1.5169
H  -3.5310  2.4903  0.5391
C  1.4595  1.7914  3.3245

Atoms 1-6, force components in eV/Å:
C 0.60 -0.32 0.03
H 0.01 -0.26 0.35
C 0.86 -2.48 0.27
H -0.33 -0.04 0.01
C -0.43 0.09 -0.68
H -0.25 -0.28 0.33

Results
* net charge: 0
* expectation value of S²: 3.7627
* HOMO (spin up / spin down): -7.4 / -7.6 eV
* 2S+1: 4
* Kohn-Sham gap (spin up / spin down): 7.40 / 7.55 eV

# 5
Computed, not measured: 2 unconnected molecules or ions with the total composition C3H2N2O2 in a non-equilibrium geometry, with ωB97M-V with the def2-TZVPD basis set.

Atoms and positions in Å:
H  2.3789  -0.4328  0.4922
C  -0.2640  -1.0732  1.2094
C  -0.6030  1.1016  -1.1138
O  0.3185  0.4501  -0.7999
N  -1.3010  -0.7816  1.6374
C  0.9555  -1.8236  0.9881
O  2.1047  -1.3735  0.7355
H  -1.9651  2.2288  -1.9594
N  -1.6245  1.7042  -1.1894

Atoms 1-6, force components in eV/Å:
H -1.34 -0.64 0.49
C 0.71 0.35 0.23
C 1.17 -1.12 1.09
O 0.16 0.42 -0.74
N 0.17 -0.01 -0.25
C -1.33 -1.10 0.52

Results
* net charge: 0
* HOMO: -8.9 eV
* Kohn-Sham gap: 8.42 eV

# 6
Computed, not measured: 2 unconnected molecules or ions with the total composition C5H14S in a non-equilibrium geometry, with ωB97M-V with the def2-TZVPD basis set.

Atoms and positions in Å:
H  0.7629  4.4234  -2.9107
C  1.5515  2.4553  -1.0902
H  2.3213  1.7673  -1.2062
H  -0.0285  -3.9225  3.6321
H  1.0635  3.3120  -4.0144
H  0.6382  1.2288  -2.6017
H  -0.3968  2.3272  -1.6208
H  -0.5683  -3.0715  1.1656
C  -0.9654  -4.3326  3.6446
H  -0.6098  3.3742  -3.5770
C  0.4712  3.4057  -3.2149
H  -0.3898  -1.6581  2.1132
H  1.9826  3.4534  -1.1390
S  -2.0882  -3.1629  2.8614
C  -1.1140  -2.2654  1.6621
H  -1.8958  -1.7142  1.0783
H  -1.1033  -5.2153  2.9351
H  -1.3143  -4.6743  4.7025
H  1.1180  1.9880  -0.2478
C  0.5650  2.2816  -2.1721

Atoms 1-6, force components in eV/Å:
H -0.61 -0.36 0.79
C 0.80 0.05 -0.64
H 2.15 -0.93 -0.74
H 2.57 0.67 0.03
H 2.29 -1.08 -3.26
H -0.21 1.43 0.10

Results
* net charge: +1
* expectation value of S²: 0.7530
* HOMO (spin up / spin down): -12.7 / -12.7 eV
* 2S+1: 2
* Kohn-Sham gap (spin up / spin down): 9.35 / 4.24 eV

> Among the records above, which one has the highest net charge?

C5H14S